No. 1
C40H39ClDyN2O5 | the ωB97M-V functional and the def2-TZVPD basis

Last column: Löwdin charge in e.
Atoms and positions in Å:
Dy  1.089  0.054  -1.193  1.74
C  5.363  -4.237  1.767  0.03
N  4.993  -3.140  0.892  -0.04
N  3.689  -2.917  0.502  0.06
C  3.685  -1.984  -0.485  -0.38
O  2.605  -1.550  -1.002  -0.20
C  5.027  -1.655  -0.755  0.08
C  5.798  -2.401  0.108  -0.24
C  7.278  -2.487  0.222  0.00
C  2.581  -3.416  1.254  -0.22
C  1.895  -4.526  0.790  0.00
C  0.851  -5.036  1.548  -0.06
C  0.518  -4.442  2.757  -0.08
C  1.204  -3.319  3.203  -0.06
C  2.238  -2.793  2.444  -0.01
H  4.519  -4.482  2.405  0.09
H  6.190  -3.913  2.394  0.10
H  5.652  -5.117  1.191  0.11
H  5.368  -0.944  -1.484  0.13
H  7.736  -1.759  -0.441  0.09
H  7.636  -3.478  -0.060  0.10
H  7.613  -2.283  1.239  0.09
H  2.180  -4.981  -0.149  0.13
H  0.308  -5.905  1.202  0.11
H  -0.284  -4.853  3.354  0.11
H  0.934  -2.853  4.140  0.11
H  2.783  -1.916  2.767  0.13
C  -6.155  0.235  0.770  -0.03
C  -4.685  0.229  1.065  -0.23
C  -3.917  -0.901  0.804  0.00
C  -2.548  -0.917  1.002  -0.17
C  -1.811  -2.210  0.786  -0.01
C  -1.940  0.252  1.512  -0.11
C  -0.513  0.390  1.679  -0.13
O  0.369  -0.202  1.045  -0.12
C  -2.708  1.395  1.826  -0.18
C  -2.098  2.667  2.362  -0.03
C  -4.069  1.365  1.579  0.01
H  -6.524  -0.766  0.551  0.08
H  -6.356  0.866  -0.098  0.09
H  -6.726  0.638  1.605  0.09
H  -4.399  -1.791  0.419  0.13
H  -2.442  -2.916  0.247  0.09
H  -1.556  -2.648  1.753  0.09
H  -0.883  -2.102  0.231  0.06
H  -0.177  1.143  2.407  0.13
H  -1.417  3.129  1.644  0.07
H  -1.548  2.509  3.292  0.09
H  -2.884  3.389  2.575  0.09
H  -4.667  2.241  1.797  0.13
C  -2.958  -3.945  -2.855  -0.08
C  -1.556  -3.879  -2.684  -0.08
C  -0.949  -2.673  -2.482  -0.07
C  -1.699  -1.470  -2.430  -0.23
C  -1.107  -0.203  -2.183  -0.19
C  -1.867  0.929  -2.115  -0.13
C  -3.275  0.856  -2.297  -0.07
C  -3.865  -0.345  -2.555  -0.04
C  -3.102  -1.541  -2.614  -0.17
C  -3.706  -2.805  -2.828  -0.03
H  -3.433  -4.903  -3.021  0.11
H  -0.966  -4.785  -2.723  0.10
H  0.134  -2.636  -2.371  0.09
H  -1.420  1.895  -1.903  0.08
H  -3.868  1.760  -2.234  0.11
H  -4.937  -0.408  -2.702  0.12
H  -4.779  -2.850  -2.973  0.12
C  -1.649  5.827  0.027  -0.02
C  -0.419  5.979  -0.817  -0.19
C  -0.378  6.854  -1.889  -0.06
C  0.767  6.971  -2.665  -0.67
Cl  0.773  8.071  -4.011  0.67
C  1.889  6.223  -2.385  -0.09
C  1.869  5.340  -1.310  0.00
C  0.726  5.225  -0.539  -0.22
O  0.623  4.394  0.557  -0.04
C  1.662  3.488  0.790  -0.10
C  1.738  2.358  -0.215  -0.65
O  2.618  1.481  -0.068  -0.08
O  0.846  2.250  -1.121  -0.13
H  -2.439  6.486  -0.328  0.08
H  -1.445  6.064  1.072  0.09
H  -2.018  4.800  -0.002  0.07
H  -1.246  7.453  -2.126  0.11
H  2.775  6.323  -2.995  0.11
H  2.757  4.762  -1.096  0.11
H  1.460  3.031  1.762  0.14
H  2.646  3.961  0.865  0.14

Properties
Spin multiplicity: 6
Total charge: +1
Strongest force on any atom in Eh/bohr: 0.025
⟨S²⟩: 9.2441
Gap between HOMO and LUMO (alpha / beta) in eV: 6.822 / 7.150



No. 2
C41H50BiFN9O6S2Se | the ωB97M-V functional and the def2-TZVPD basis

Last column: Löwdin charge in e.
Atoms and positions in Å:
Bi  1.968  -0.032  -0.629  1.95
C  3.434  -0.883  2.989  -0.20
C  2.498  -2.027  2.556  -0.20
N  2.502  -2.280  1.123  -0.14
C  3.525  -3.159  0.577  -0.27
C  4.949  -2.620  0.647  -0.43
S  5.252  -1.006  -0.140  0.79
C  5.747  0.045  1.252  -0.46
C  4.649  0.933  1.839  -0.28
N  3.407  0.223  2.057  -0.12
H  4.458  -1.248  3.062  0.09
H  3.157  -0.592  4.012  0.12
H  1.476  -1.751  2.817  0.09
H  2.748  -2.926  3.140  0.12
H  1.591  -2.608  0.833  0.07
H  3.267  -3.340  -0.468  0.10
H  3.537  -4.138  1.083  0.12
H  5.597  -3.340  0.148  0.08
H  5.298  -2.553  1.677  0.07
H  6.550  0.686  0.884  0.07
H  6.205  -0.596  2.007  0.07
H  4.430  1.747  1.145  0.10
H  5.057  1.394  2.753  0.12
H  2.638  0.866  2.184  0.08
C  -4.937  3.102  1.734  -0.06
C  -3.796  3.164  2.737  -0.19
N  -2.724  2.215  2.429  -0.03
C  -1.636  2.656  1.749  0.05
C  -0.600  1.891  1.324  -0.01
C  0.556  2.630  0.656  -0.62
O  0.363  3.788  0.320  0.05
O  1.649  1.966  0.594  -0.22
C  -0.649  0.475  1.540  -0.27
O  0.153  -0.365  1.102  -0.10
C  -1.799  0.005  2.337  -0.03
C  -1.876  -1.345  2.681  0.08
C  -2.937  -1.815  3.400  -0.19
F  -2.959  -3.116  3.766  0.07
C  -3.997  -0.983  3.777  -0.15
C  -3.926  0.356  3.436  0.06
C  -2.823  0.874  2.743  -0.12
N  -5.136  -1.446  4.491  -0.11
C  -5.584  -2.824  4.350  -0.13
C  -6.981  -2.929  4.982  -0.07
N  -7.589  -1.556  5.010  0.05
C  -6.857  -0.661  5.984  -0.07
C  -5.358  -0.953  5.841  -0.12
H  -5.710  3.823  2.000  0.08
H  -5.388  2.109  1.693  0.07
H  -4.576  3.344  0.735  0.09
H  -4.137  2.989  3.758  0.11
H  -3.346  4.154  2.733  0.13
H  -1.601  3.717  1.529  0.15
H  -1.074  -2.011  2.393  0.13
H  -4.757  0.996  3.700  0.11
H  -4.937  -3.554  4.842  0.13
H  -5.621  -3.074  3.291  0.14
H  -6.946  -3.262  6.018  0.14
H  -7.639  -3.592  4.425  0.14
H  -8.582  -1.597  5.235  0.19
H  -7.489  -1.147  4.079  0.18
H  -7.243  -0.872  6.979  0.14
H  -7.104  0.362  5.709  0.13
H  -5.033  -1.684  6.592  0.14
H  -4.789  -0.043  6.012  0.14
C  0.341  2.189  -7.381  -0.04
C  1.089  1.189  -6.545  -0.27
C  0.641  -0.123  -6.416  -0.04
C  1.318  -1.038  -5.624  -0.06
C  2.462  -0.639  -4.948  -0.27
C  2.941  0.655  -5.087  -0.06
C  2.256  1.560  -5.879  -0.03
S  3.253  -1.757  -3.824  0.58
O  3.241  -3.066  -4.427  -0.30
O  4.514  -1.167  -3.468  -0.38
N  2.329  -1.703  -2.502  -0.21
C  1.224  -2.488  -2.297  -0.43
C  0.724  -3.562  -3.067  -0.01
C  -0.450  -4.162  -2.675  -0.06
C  -1.137  -3.724  -1.542  -0.08
C  -0.580  -2.686  -0.832  -0.14
N  0.566  -2.104  -1.182  -0.03
H  -0.479  1.720  -7.924  0.07
H  1.001  2.665  -8.107  0.08
H  -0.077  2.980  -6.754  0.08
H  -0.252  -0.434  -6.944  0.11
H  0.965  -2.058  -5.538  0.11
H  3.857  0.940  -4.587  0.08
H  2.634  2.571  -5.982  0.12
H  1.267  -3.901  -3.932  0.09
H  -0.842  -4.983  -3.262  0.11
H  -2.069  -4.174  -1.230  0.09
H  -1.054  -2.278  0.054  0.09
C  -0.137  0.516  -2.927  -0.20
O  0.366  0.840  -1.654  -0.51
H  0.476  0.949  -3.727  0.06
H  -1.150  0.922  -3.019  0.08
H  -0.199  -0.562  -3.108  0.06
Se  5.346  1.459  -2.205  1.15
N  3.582  1.688  -1.970  -0.28
C  3.261  2.850  -2.518  -0.36
C  1.946  3.412  -2.578  -0.02
C  1.783  4.604  -3.196  -0.06
C  2.878  5.321  -3.790  -0.07
C  4.139  4.840  -3.749  -0.03
C  4.369  3.582  -3.103  -0.39
N  5.555  3.016  -3.003  -0.21
H  1.126  2.882  -2.117  0.08
H  0.796  5.046  -3.234  0.11
H  2.676  6.270  -4.270  0.10
H  4.980  5.363  -4.184  0.11

Properties
Total charge: +1
Strongest force on any atom in Eh/bohr: 0.004
Gap between HOMO and LUMO in eV: 6.011



No. 3
C5H12N3O3S | the ωB97M-V functional and the def2-TZVPD basis

Last column: Löwdin charge in e.
Atoms and positions in Å:
C  3.214  0.327  -0.814  -0.09
C  2.642  0.659  0.529  -0.25
S  0.871  0.935  0.519  0.74
O  0.440  1.904  -0.434  -0.24
O  0.332  1.105  1.861  -0.27
O  0.404  -0.698  0.131  -0.11
C  -0.756  -1.320  0.189  -0.38
C  -0.793  -2.743  0.626  0.05
N  -1.848  -0.688  0.104  0.22
C  -2.233  0.447  -0.317  -0.44
N  -2.489  1.512  0.573  0.19
N  -2.807  0.475  -1.528  0.25
H  2.488  -0.154  -1.417  0.07
H  3.488  1.223  -1.322  0.09
H  4.050  -0.343  -0.702  0.09
H  2.912  1.648  1.023  0.15
H  2.704  -0.212  1.224  0.13
H  -0.134  -3.320  -0.084  0.13
H  -1.801  -3.041  0.494  0.08
H  -0.560  -2.894  1.661  0.10
H  -1.984  1.562  1.479  0.12
H  -2.735  2.427  0.107  0.15
H  -2.797  1.432  -1.769  0.12
H  -2.608  -0.243  -2.132  0.11

Properties
Total charge: +1
Strongest force on any atom in Eh/bohr: 0.090
SMILES: CCS(=O)(=O)O/C(C)=N\C(N)=[NH2+]
Gap between HOMO and LUMO in eV: 11.473



No. 4
C6H10O | the ωB97M-V functional and the def2-TZVPD basis

Last column: Löwdin charge in e.
Atoms and positions in Å:
C  0.823  2.104  -1.095  0.14
C  0.308  1.222  -0.474  -0.09
C  0.234  -0.153  0.095  -0.60
C  1.569  -0.741  -0.391  -0.02
C  0.065  -0.116  1.614  -0.02
O  -0.749  -0.930  -0.561  -0.14
C  -2.062  -0.435  -0.500  -0.10
H  1.334  2.900  -1.589  0.04
H  1.580  -1.824  -0.302  0.09
H  2.408  -0.314  0.169  0.10
H  1.660  -0.458  -1.429  0.08
H  0.902  0.428  2.064  0.09
H  0.036  -1.138  2.003  0.09
H  -0.853  0.415  1.887  0.08
H  -2.135  0.600  -0.870  0.09
H  -2.660  -1.084  -1.143  0.09
H  -2.462  -0.476  0.521  0.08

Properties
Total charge: 0
Strongest force on any atom in Eh/bohr: 0.018
SMILES: C#CC(C)(C)OC
Gap between HOMO and LUMO in eV: 11.019